C6H11N3O in the gas phase at a distorted geometry, computed with wB97M-V/def2-TZVPD.

The LUMO energy (spin up / spin down) is 0.02185 / 0.02190 hartree. The max |F| comes out at 4.2 eV/A. The value obtained for the HOMO energy (spin up / spin down) is -7.3 / -7.3 eV. As for the total charge: 0. As for the HOMO-LUMO gap (spin up / spin down): 7.9 / 7.9 eV.

Structure (XYZ):
```
21
Properties=species:S:1:pos:R:3:forces:R:3:mulliken_charge:R:1
C 1.0727 -0.5648 0.0109 1.597 -0.478 -1.077 0.790
C 2.3832 0.0367 0.2099 1.210 -0.283 -0.229 0.108
C 0.7861 -1.8949 -0.7290 1.946 1.594 -1.045 -1.312
C -1.5887 0.4825 -1.1285 2.510 0.380 1.831 -1.278
C -2.0227 1.0709 1.2829 1.253 1.849 0.974 -1.221
C -1.1927 0.1702 0.3855 -2.263 -0.293 -0.557 0.262
N 0.8953 1.3786 1.1536 -4.144 -0.296 -0.672 -0.604
N 3.4600 -0.4260 -0.2543 0.101 -1.051 -0.306 -0.640
N 0.2250 0.3149 0.4810 3.214 1.616 2.036 0.600
O 2.2117 1.2362 0.9338 -0.481 -2.483 -1.117 -0.206
H 0.2697 -1.6671 -1.6726 -0.060 -0.335 0.367 0.291
H 0.2245 -2.5024 -0.0978 -1.325 -1.143 0.876 0.374
H 1.6992 -2.5099 -1.0369 -0.857 1.451 0.785 0.290
H -1.1591 1.4584 -1.3299 -0.017 0.350 -0.036 0.403
H -1.0120 -0.1893 -1.7259 -0.209 -0.539 -0.711 0.256
H -2.6077 0.5337 -1.3670 -1.469 -0.402 -0.022 0.427
H -1.6753 1.2823 2.4104 -0.944 -1.143 -2.558 0.324
H -3.0735 0.7977 1.1024 0.371 0.146 0.671 0.360
H -1.8426 2.0345 0.7746 -0.549 0.146 0.630 0.305
H -1.4556 -0.8747 0.6103 0.475 0.149 -0.127 0.238
H 4.4026 -0.1676 -0.0133 -0.358 0.765 0.290 0.234
```
Positions in Å, forces in eV/Å.


2 unconnected molecules or ions with the total composition C6H11N3O at a distorted geometry, computed with wB97M-V/def2-TZVPD.

The LUMO energy is 0.01898 hartree. As for the SMILES: [H]/N=C(\N)C=C.C=CC(N)=O. The max |F| comes out at 3.3 eV/A. The value obtained for the HOMO energy is -8.9 eV. As for the total charge: 0. As for the HOMO-LUMO gap: 9.4 eV.

Structure (XYZ):
```
21
Properties=species:S:1:pos:R:3:forces:R:3:mulliken_charge:R:1
C 1.9838 -1.0940 0.0143 -3.206 -0.062 0.697 0.599
N 1.9957 -0.1109 -0.8885 -0.564 1.404 -0.487 -0.447
C 1.0126 -0.8123 1.2366 3.143 -0.184 -0.104 -0.382
C 1.0854 0.3547 1.8666 -0.507 0.118 0.119 -0.722
O 2.4640 -2.2038 -0.0873 0.744 -0.112 0.141 -0.654
H 2.4604 -0.3467 -1.7535 0.110 0.043 0.031 0.234
H 1.1385 0.6250 -0.9407 1.585 -1.450 0.109 0.278
H 0.7807 -1.7192 1.7782 -0.331 -0.091 -0.062 0.387
H 1.3950 1.2569 1.3617 0.391 0.007 -0.054 0.334
H 0.7780 0.4735 2.8964 -0.339 0.002 0.039 0.298
C -1.2336 0.8876 -0.4147 1.098 0.571 0.726 0.775
N -2.2870 1.5966 0.0610 -0.197 0.319 -0.035 -0.420
C -1.2374 -0.5522 -0.0933 -1.842 -0.715 -2.170 -0.447
C -0.9937 -1.4268 -1.0893 0.567 0.357 1.204 -0.767
N -0.2130 1.4055 -0.9973 -0.293 0.073 -0.198 -0.592
H -3.0821 1.1249 0.4533 0.005 0.098 -0.033 0.200
H -2.3286 2.6003 -0.0769 -0.072 -0.475 0.042 0.195
H -0.2553 2.4050 -1.1418 -0.244 0.183 -0.057 0.121
H -1.8862 -0.8380 0.7245 0.287 -0.142 0.284 0.382
H -0.3825 -1.1475 -1.9319 -0.261 0.244 -0.317 0.329
H -1.1945 -2.4785 -0.9777 -0.073 -0.188 0.124 0.298
```
Positions in Å, forces in eV/Å.


A gas-phase ion, C6H11N3O (charge +2) at a distorted geometry, computed with wB97M-V/def2-TZVPD.

The LUMO energy is -0.38606 hartree. As for the SMILES: C[C@H]1CCN2C[N+](=O)[NH+]=C12. The max |F| comes out at 5.9 eV/A. The value obtained for the HOMO energy is -19.7 eV. As for the total charge: +2. As for the HOMO-LUMO gap: 9.2 eV.

Structure (XYZ):
```
21
Properties=species:S:1:pos:R:3:forces:R:3:mulliken_charge:R:1
C -0.7797 -0.4791 0.3771 -5.307 -0.408 0.837 -0.084
C -2.4042 1.0896 -0.3249 -0.694 1.234 1.417 -0.376
C 1.1874 0.6844 0.5990 -0.131 1.711 3.806 -0.630
C 0.1581 1.5121 -0.1463 1.568 -3.089 -1.897 -0.672
C 0.6324 -0.7877 0.5371 1.309 -0.009 1.519 0.292
C 1.2113 -1.5655 -0.6395 -2.925 -1.033 1.754 -1.372
N -3.1567 -0.1931 0.0028 -0.158 -0.791 0.060 0.838
N -1.0479 0.7288 0.0608 -1.087 0.261 0.039 0.301
N -2.3459 -1.1103 0.4537 5.809 0.713 -0.124 -0.214
O -4.3154 -0.3846 -0.0675 -0.288 0.750 -0.402 -0.382
H -2.4655 1.3884 -1.3770 -0.180 -0.541 -0.090 0.353
H -2.8915 1.9603 0.2778 0.955 -1.585 -0.663 0.358
H 2.2429 0.8639 0.2652 -1.107 -0.535 0.100 0.389
H 1.1072 1.0979 1.7152 0.523 -1.279 -2.040 0.343
H 0.0643 2.5179 0.0303 -0.212 2.313 0.394 0.471
H 0.4245 1.1928 -1.1461 -0.206 1.337 -1.086 0.342
H 0.9635 -1.3409 1.4571 -0.936 0.506 -0.627 0.465
H 2.1856 -1.4850 -0.3672 3.367 0.358 -0.938 0.447
H 0.7271 -1.3441 -1.5402 0.461 0.734 -1.792 0.431
H 0.9641 -2.5753 -0.4160 -0.184 -1.172 -0.164 0.401
H -2.5490 -2.1129 0.5885 -0.577 0.526 -0.101 0.299
```
Positions in Å, forces in eV/Å.


C6H11N3O4S2 in the gas phase at a distorted geometry, computed with wB97M-V/def2-TZVPD.

The LUMO energy is 0.01326 hartree. As for the SMILES: C/C(=C/C=C\N=C\S(N)(=O)=O)S(N)(=O)=O. The max |F| comes out at 4.3 eV/A. The value obtained for the HOMO energy is -8.6 eV. As for the total charge: 0. As for the HOMO-LUMO gap: 9.0 eV.

Structure (XYZ):
```
26
Properties=species:S:1:pos:R:3:forces:R:3:mulliken_charge:R:1
C 1.2068 -2.2238 0.0313 1.745 -0.364 0.109 -0.292
C 1.3104 -1.1730 -0.9374 -0.532 -1.198 -2.545 -0.091
C 0.2451 -2.3808 0.9319 -0.156 -0.818 -0.548 -0.592
C -1.3539 -0.6069 0.6412 -0.906 -1.714 -0.017 -0.185
C 1.0740 0.1221 -0.7475 0.987 -0.868 1.617 0.615
C 0.9368 1.1655 -1.7740 -3.921 1.027 1.489 -1.426
N -0.9636 -1.7967 0.7575 -1.907 1.123 0.449 -0.318
N -3.3330 1.1980 0.6799 -1.217 -2.081 0.240 -0.501
N 2.8076 1.4253 0.7507 0.450 0.214 0.042 -0.380
O -2.5653 -0.0349 -1.4821 -1.068 0.284 1.919 -0.589
O -4.0210 -1.2425 0.1853 0.439 1.047 0.243 -0.606
O 0.4168 1.8927 1.0915 0.018 0.057 -0.261 -0.649
O 1.3724 -0.1657 2.0274 0.145 -0.261 -0.319 -0.554
S -3.0089 -0.2561 -0.0900 1.761 -0.245 -1.535 1.033
S 1.3067 0.7672 0.9515 1.408 1.212 -0.256 1.050
H 1.9643 -3.0025 -0.0012 -0.029 0.062 -0.037 0.352
H 1.4238 -1.5939 -2.0337 -0.084 1.202 2.003 0.242
H 0.2761 -3.2978 1.5120 -0.275 0.277 0.315 0.395
H -0.8711 0.3226 0.8553 0.127 0.379 0.222 0.571
H 1.6148 1.1035 -2.5500 1.862 0.192 -1.294 0.383
H 0.8520 2.1657 -1.2003 0.124 -1.340 -1.686 0.355
H -0.0741 0.8806 -2.2706 1.319 1.100 0.781 0.235
H -4.2866 1.2192 1.0974 1.222 0.342 -0.689 0.267
H -2.9285 1.9862 0.2201 -0.200 0.590 -0.218 0.270
H 2.8488 2.2979 0.2907 -0.603 0.953 -0.531 0.209
H 3.7496 1.2281 1.0631 -0.711 -1.172 0.507 0.205
```
Positions in Å, forces in eV/Å.


Calculated relative energy (zero: lowest compared OMol25 entry of this formula, charge and spin) (kJ/mol), listed in the same order as above: 480.0, 236.3, 578.8, 104.4